one.
Formula: C5H10S
Source: the Open Molecules 2025 dataset
Level of theory: ωB97M-V with the def2-TZVPD basis set

Atoms and positions in Å:
C -0.36964 -2.24361 -1.15916
C 0.22678 -0.86910 -1.34123
C 0.27534 -0.09492 -0.09378
C 0.06423 1.25126 0.11125
C 0.52439 1.89769 1.37013
S -0.92820 2.38890 2.42706
H -0.23052 -2.84151 -2.05332
H 0.23223 -2.72188 -0.38632
H -1.48877 -2.29712 -0.96329
H 1.14858 -0.90331 -1.93546
H -0.40136 -0.23143 -1.98382
H 0.65432 -0.71509 0.73285
H -0.31946 1.95874 -0.63379
H 0.92943 2.86972 1.14381
H 1.24516 1.27594 1.95641
H -1.56249 1.27572 2.80868

Summary:
HOMO energy ... -8.7 eV
Lowest unoccupied orbital energy ... 1.05 eV
Net charge ... 0
SMILES ... CC/C=C/CS



two.
Formula: C5H10S
Source: the Open Molecules 2025 dataset
Level of theory: ωB97M-V with the def2-TZVPD basis set

Atoms and positions in Å:
C 1.37977 -1.46920 -0.00833
C 0.70565 -0.16822 -0.54543
C -0.32963 0.45247 0.42387
C -0.69316 1.81830 -0.10977
C -1.44514 -0.54796 0.61186
S -2.73351 -0.80185 -0.30612
H 1.72917 -1.33941 0.99265
H 0.73508 -2.25608 -0.24609
H 2.24038 -1.69608 -0.64399
H 1.59039 0.54670 -0.67765
H 0.36471 -0.35919 -1.55248
H 0.18993 0.42120 1.43795
H 0.28729 2.38556 -0.24748
H -1.35709 2.34761 0.47508
H -1.06450 1.72629 -1.12798
H -1.59933 -1.06014 1.52391

Summary:
HOMO energy ... -8.6 eV
Lowest unoccupied orbital energy ... -0.06 eV
Net charge ... 0
SMILES ... CC[C@@H](C)C=S



three.
Formula: C5H10S
Source: the Open Molecules 2025 dataset
Level of theory: ωB97M-V with the def2-TZVPD basis set

Atoms and positions in Å:
C -1.85371 0.71355 -0.77600
C -1.02917 -0.52663 -0.75234
C 0.45803 -0.45705 -0.40061
C 0.77910 -0.50729 1.04564
C 2.00143 0.46699 0.92018
H -1.24938 1.47690 -1.34087
H -2.05256 1.06798 0.24209
H -2.80797 0.53886 -1.26947
H -1.04481 -0.98743 -1.71543
H -1.35565 -1.32851 -0.04481
H 1.00213 -1.35303 -0.80261
H 0.90219 -1.52256 1.46141
H -0.02611 0.07019 1.66020
H 2.95547 -0.04203 0.80006
H 2.00107 1.25226 1.62290
S 1.31994 1.13777 -0.65032

Summary:
HOMO energy ... -8.5 eV
Lowest unoccupied orbital energy ... 0.98 eV
Net charge ... 0



Relative energies in kcal/mol: one 3.7; two 5.9; three 0.0



one.
Formula: C26H30N4O5
Source: the Open Molecules 2025 dataset
Level of theory: ωB97M-V with the def2-TZVPD basis set

Atoms and positions in Å:
C -2.88645 3.42492 1.47293
C -2.28712 2.15778 0.94606
C -1.45537 1.38812 1.75020
C -0.85819 0.23780 1.27331
C -1.07185 -0.15667 -0.04450
N -0.47744 -1.30689 -0.57026
C 0.69652 -1.94456 -0.23163
O 0.77371 -3.15417 -0.39212
N 1.76259 -1.19973 0.17495
C 2.91618 -1.92411 0.67062
C 2.94561 -2.00051 2.20071
C 1.84013 -2.90739 2.75903
N 0.67298 -2.16705 3.22201
C -0.50556 -3.02452 3.24539
C -1.72066 -2.24933 3.75463
O -1.49118 -1.70210 5.03328
C -0.36127 -0.86281 5.01093
C 0.88515 -1.61852 4.55340
C 1.88290 0.24035 0.12284
C 1.30983 0.87647 -1.11257
C 1.28222 0.27902 -2.32516
C 0.68243 0.89961 -3.45989
C 0.62107 0.25955 -4.71401
C 0.00736 0.92489 -5.73466
C -0.55064 2.20315 -5.55536
C -0.50724 2.85048 -4.35096
C 0.12372 2.18191 -3.28952
N 0.21524 2.77498 -2.06263
C 0.77361 2.22112 -0.93136
O 0.80070 2.85568 0.10868
O -1.09565 2.62626 -6.72954
C -0.86898 1.59104 -7.66451
O -0.18430 0.53341 -7.03288
C -1.93529 0.58435 -0.84585
C -2.53046 1.72892 -0.35179
H -3.31056 3.26887 2.46317
H -2.11145 4.18659 1.55782
H -3.66556 3.79537 0.81097
H -1.27452 1.70135 2.76858
H -0.23751 -0.37639 1.91056
H -1.08287 -1.90023 -1.12150
H 3.82481 -1.43533 0.30577
H 2.87407 -2.93383 0.25564
H 3.91947 -2.39224 2.49839
H 2.84576 -0.99562 2.61217
H 1.51163 -3.58118 1.96625
H 2.24485 -3.52828 3.57708
H -0.69867 -3.37677 2.22996
H -0.34363 -3.89934 3.90019
H -2.57704 -2.91810 3.85954
H -1.97272 -1.44703 3.04612
H -0.23196 -0.49614 6.03113
H -0.54096 -0.01219 4.33788
H 1.73621 -0.93501 4.53182
H 1.10096 -2.42244 5.28134
H 2.95374 0.47358 0.15820
H 1.42354 0.73490 0.98779
H 1.69792 -0.71083 -2.45091
H 1.04420 -0.72094 -4.85078
H -0.93603 3.82998 -4.22126
H -0.18617 3.69723 -1.94138
H -1.83431 1.22920 -8.05217
H -0.26439 1.97779 -8.50018
H -2.12410 0.26449 -1.86133
H -3.18899 2.30110 -0.99063

Summary:
HOMO energy ... -7.8 eV
Lowest unoccupied orbital energy ... 0.33 eV
Net charge ... 0
SMILES ... Cc1ccc(NC(=O)N(CCCN2CCOCC2)Cc2cc3cc4c(cc3[nH]c2=O)OCO4)cc1



two.
Formula: C26H30N4O5
Source: the Open Molecules 2025 dataset
Level of theory: ωB97M-V with the def2-TZVPD basis set

Atoms and positions in Å:
C -3.62137 -1.55345 -2.24559
H -2.57257 -1.94877 -2.73513
O -3.34817 -0.18180 -1.81221
C -3.04073 0.65004 -2.76434
C -2.80209 1.82994 -2.18025
N -1.86976 1.73404 -0.96929
C -2.09770 2.02120 0.43218
O -2.91060 2.89726 0.54851
C -1.04291 1.52201 1.13159
N -1.16369 0.00038 1.26826
C -0.74694 -0.54401 0.33157
O -0.21124 -0.19181 -0.76957
C -0.80715 -2.42368 0.38689
C 0.12813 -2.91917 -0.40374
C 1.54019 -2.85844 -0.10552
O 1.96807 -3.59861 0.98935
N 2.23352 -1.98078 -0.54061
C 3.47302 -1.44989 -0.36070
N 3.94388 -0.30064 -1.33222
C 5.04086 0.11199 -1.10768
C 5.99401 -0.41528 -0.44914
C 5.57436 -1.34693 0.65863
C 4.40355 -1.83982 0.52432
H 4.03633 -2.70759 1.28777
H 6.41439 -1.67489 0.95459
H 7.11853 0.03031 -0.36799
H 5.29354 0.67733 -1.92732
H 1.68546 -1.03841 -1.21611
H -0.21608 -4.10525 -0.28451
H 0.01987 -2.68554 -1.39042
H -1.85658 -2.40189 0.24528
H -0.62910 -2.54696 1.40213
C -2.11625 -0.40809 2.28890
C -3.50123 -0.89618 1.64461
C -4.19491 -2.01052 1.53547
C -5.33076 -1.41790 0.90973
C -5.29953 -0.27128 0.48286
O -4.19500 0.25978 1.40171
H -6.03278 0.44046 0.20311
H -6.27493 -2.16671 0.69849
H -3.77317 -2.98905 2.03340
H -2.41529 0.40809 3.25851
H -1.85235 -1.38034 2.79714
C 0.40819 1.70385 0.98036
C 0.69399 3.02952 0.14098
C 2.28121 3.25797 0.03720
C 3.22740 2.46201 0.66229
C 2.93101 1.29982 1.39392
C 1.50171 1.18384 1.42333
H 1.10253 0.28363 2.16540
H 3.59969 0.89272 1.76113
C 4.59799 3.03825 0.41857
H 4.97840 3.31390 -0.66359
H 4.83264 3.79398 1.17969
H 5.36581 2.13576 0.90180
H 2.41532 4.29851 -0.31695
H 0.00042 3.51605 -0.29557
H -1.31468 1.89168 2.27790
H -1.02657 1.27425 -1.20754
H -3.58169 2.35100 -1.22967
H -2.44517 2.67933 -2.85435
H -2.12521 0.32992 -3.14341
H -3.82452 0.82284 -3.57124
H -4.56904 -1.58237 -3.02872
H -3.99429 -2.30564 -1.48419

Summary:
HOMO energy ... -8.2 eV
Lowest unoccupied orbital energy ... -0.11 eV
Net charge ... 0



Relative energies in kcal/mol: one 0.0; two 599.4



one.
Formula: C2H8N5
Source: the Open Molecules 2025 dataset
Level of theory: ωB97M-V with the def2-TZVPD basis set

Atoms and positions in Å:
H 0.71033 2.94864 -0.21769
N 0.45882 2.55287 0.80122
N 0.11949 1.53184 1.16015
C -0.06795 0.23605 0.11338
C 1.03989 -0.74381 0.75565
N 0.28105 0.76370 -1.13956
N -1.32517 -0.36118 0.11421
N -2.01299 -0.53420 -0.94721
H -2.86535 -1.02630 -0.81961
H 1.60987 -0.05783 1.42775
H 1.51646 -1.21829 0.02206
H 0.42277 -1.44873 1.31940
H 1.08998 0.31569 -1.63052
H -0.43697 0.81613 -1.74820
H -1.66068 -0.74421 1.01914

Summary:
HOMO energy (spin up / spin down) ... -13.6 / -12.8 eV
Lowest unoccupied orbital energy (spin up / spin down) ... -5.32 / -6.70 eV
Net charge ... +1
SMILES ... [H]/N=N\[C@](C)(N)/[NH+]=N/[H]



two.
Formula: C2H8N5
Source: the Open Molecules 2025 dataset
Level of theory: ωB97M-V with the def2-TZVPD basis set

Atoms and positions in Å:
N -0.08103 -0.46149 -2.05895
N 0.11257 -0.20342 -0.75695
N -0.85470 -0.93980 0.28288
C -0.44227 -0.27017 1.53143
C -0.08002 1.13770 1.10236
N 0.33902 1.09582 -0.30274
N 1.40598 0.10060 -0.47571
H 0.66013 -0.76426 -2.66579
H -1.09029 -0.58473 -2.42615
H -0.57763 -1.89343 0.27976
H 0.34159 -0.80230 2.13504
H -1.40458 -0.23825 2.14454
H -1.00976 1.76572 1.21393
H 0.77767 1.67088 1.42586
H 1.90332 0.38711 -1.42950

Summary:
HOMO energy ... -15.4 eV
Lowest unoccupied orbital energy ... -3.34 eV
Net charge ... +1
SMILES ... N[N@+]12NCCN1N2



Relative energies in kcal/mol: one 0.0; two 30.2



one.
Formula: C22H35F6N3
Source: the Open Molecules 2025 dataset
Level of theory: ωB97M-V with the def2-TZVPD basis set

Atoms and positions in Å:
C -2.34679 3.66482 -0.86829
C -1.52925 2.47735 -1.36100
C -0.85019 1.75198 -0.20170
C 0.02816 0.58167 -0.66273
C -0.78067 -0.71171 -0.85546
N 0.10654 -1.76964 -1.29767
C -0.53334 -3.07085 -1.45929
C 0.18416 -3.81770 -2.59187
N 0.20195 -3.00872 -3.80337
C -1.05220 -3.00581 -4.53145
C -0.50117 -3.82556 -0.11242
C 0.93132 -4.00667 0.38898
C -1.22420 -5.17683 -0.13753
C -2.70068 -5.08806 -0.50754
N 1.16053 0.39908 0.23390
C 0.87599 0.02041 1.60355
C 1.95079 0.62909 2.53230
C 1.82204 2.11656 2.50315
C 1.17832 2.80476 3.52191
C 0.97869 4.17638 3.42907
C 0.29390 4.87566 4.57038
F -0.84875 4.26137 4.92609
F 1.06018 4.89783 5.67762
F -0.02385 6.14694 4.30321
C 1.40249 4.88691 2.31735
C 2.04359 4.19249 1.30024
C 2.45969 4.93110 0.05784
F 2.79783 6.20637 0.29781
F 1.46648 4.97167 -0.85195
F 3.50753 4.36630 -0.55803
C 2.25845 2.82560 1.38707
H -1.70198 4.38378 -0.36819
H -3.11134 3.34056 -0.16541
H -2.83520 4.16442 -1.70116
H -0.76725 2.83291 -2.05682
H -2.18002 1.78522 -1.89928
H -0.21382 2.46217 0.32969
H -1.61576 1.39873 0.49281
H 0.47265 0.84949 -1.62982
H -1.22000 -1.00760 0.10194
H -1.61021 -0.52742 -1.56049
H 0.50218 -1.51396 -2.20053
H -1.59028 -2.94000 -1.74525
H 1.22037 -3.98556 -2.29583
H -0.30093 -4.79206 -2.75725
H 0.93727 -3.34489 -4.41706
H -1.41551 -4.01648 -4.77300
H -1.81420 -2.50304 -3.93700
H -0.92079 -2.44997 -5.45803
H -1.02647 -3.18442 0.60508
H 1.43756 -4.79905 -0.15674
H 0.93174 -4.27149 1.44414
H 1.48339 -3.08065 0.25532
H -0.71577 -5.85402 -0.82636
H -1.14124 -5.61289 0.86138
H -3.20843 -4.35865 0.12004
H -2.83125 -4.79833 -1.54706
H -3.18066 -6.05394 -0.36562
H 1.78670 -0.28207 -0.18204
H -0.09601 0.42022 1.89543
H 0.85829 -1.06719 1.75298
H 2.93339 0.32697 2.17014
H 1.81083 0.25020 3.54431
H 0.82266 2.27652 4.39438
H 1.24063 5.95103 2.24441
H 2.74196 2.29868 0.58073

Summary:
HOMO energy ... -8.7 eV
Lowest unoccupied orbital energy ... 0.69 eV
Net charge ... 0
SMILES ... CCC[C@H](CN[C@@H](CNC)[C@H](C)CC)NCCc1cc(C(F)(F)F)cc(C(F)(F)F)c1



two.
Formula: C22H35F6N3
Source: the Open Molecules 2025 dataset
Level of theory: ωB97M-V with the def2-TZVPD basis set

Atoms and positions in Å:
C 2.94636 0.53188 2.92529
C 1.76478 0.05642 2.08871
C 0.63750 1.08898 2.05466
C -0.34967 0.87354 0.89606
C -1.15899 -0.42283 1.13552
N -2.12969 -0.80723 0.13882
C -3.27840 0.05601 -0.09346
C -3.33472 0.45676 -1.57433
N -2.16163 1.22871 -1.95280
C -2.11519 1.52750 -3.37085
C -4.61145 -0.63274 0.30740
C -5.69319 0.42458 0.53794
C -4.48214 -1.50253 1.56636
C -3.95665 -2.90403 1.28296
N 0.34032 0.76243 -0.37885
C 0.99923 1.95950 -0.85227
C 1.92863 1.59282 -2.02398
C 2.93278 0.61028 -1.51371
C 2.64384 -0.74906 -1.51671
C 3.51428 -1.65113 -0.92254
C 3.15133 -3.11032 -0.88930
F 2.39030 -3.41161 0.17958
F 2.44769 -3.49091 -1.96685
F 4.22175 -3.91397 -0.82795
C 4.68140 -1.22267 -0.30701
C 4.96405 0.13469 -0.30808
C 6.22429 0.64162 0.33689
F 7.20254 0.84960 -0.56622
F 6.72467 -0.20071 1.24823
F 6.04073 1.81719 0.95987
C 4.10349 1.04432 -0.90653
H 3.37857 1.43836 2.50545
H 3.72121 -0.23074 2.95707
H 2.63362 0.74372 3.94547
H 1.39407 -0.88378 2.49786
H 2.09202 -0.13085 1.06666
H 0.08003 1.06645 2.99316
H 1.07508 2.08627 1.97012
H -1.05137 1.73318 0.89609
H -0.45255 -1.25148 1.21009
H -1.67506 -0.32536 2.09398
H -1.67229 -1.03674 -0.73327
H -3.18033 0.96384 0.51813
H -3.33922 -0.45598 -2.17993
H -4.26758 1.00129 -1.79006
H -2.16526 2.10025 -1.42754
H -2.01941 0.59175 -3.92307
H -3.01102 2.05025 -3.73603
H -1.24234 2.14568 -3.57650
H -4.92239 -1.27921 -0.51960
H -5.80817 1.08017 -0.32169
H -5.44248 1.03566 1.40315
H -6.65272 -0.05216 0.72421
H -3.83128 -1.00477 2.28506
H -5.47012 -1.58934 2.02556
H -3.89295 -3.47448 2.20693
H -4.62597 -3.42796 0.60372
H -2.97126 -2.84909 0.83301
H -0.34827 0.48841 -1.07974
H 0.29356 2.74244 -1.18086
H 1.60836 2.37463 -0.04710
H 2.41756 2.49418 -2.39366
H 1.33615 1.15093 -2.82511
H 1.73246 -1.10326 -1.97088
H 5.34910 -1.92677 0.16438
H 4.34199 2.09741 -0.88195

Summary:
HOMO energy ... -8.5 eV
Lowest unoccupied orbital energy ... 0.54 eV
Net charge ... 0
SMILES ... CCC[C@H](CN[C@@H](CNC)[C@H](C)CC)NCCc1cc(C(F)(F)F)cc(C(F)(F)F)c1



Relative energies in kcal/mol: one 0.0; two 1.9



one.
Formula: C2H11NO5
Source: the Open Molecules 2025 dataset
Level of theory: ωB97M-V with the def2-TZVPD basis set

Atoms and positions in Å:
H -0.20183 -0.56061 0.96007
O -0.27829 0.34491 1.75102
N 0.13533 -1.21660 -0.11352
H 0.55532 0.10437 2.13731
H -0.06875 -2.12566 0.02042
H 1.13135 -1.29036 -0.32195
C -0.49690 -0.43979 -1.27153
H -0.11816 -1.02313 -2.16482
H -1.56408 -0.61105 -1.11920
C -0.04916 0.95380 -1.39594
O 0.04693 1.41514 -2.52593
O 0.27983 1.60787 -0.32295
H -0.15290 1.24325 0.85112
O -2.23698 -0.01217 3.24631
H -1.63544 -0.33412 2.56487
H -2.45999 0.83989 2.99686
O 2.26488 0.06501 -1.69243
H 2.79960 0.57949 -1.00770
H 2.04922 0.45977 -2.59199

Summary:
HOMO energy ... -9.9 eV
Lowest unoccupied orbital energy ... 0.08 eV
Net charge ... 0



two.
Formula: C2H11NO5
Source: the Open Molecules 2025 dataset
Level of theory: ωB97M-V with the def2-TZVPD basis set

Atoms and positions in Å:
N -1.52369 1.57932 1.57683
C -1.85694 0.28729 1.01280
C -0.66657 -0.56467 0.68704
O 0.52741 -0.33639 0.76466
O -1.00379 -1.80922 0.32521
H -0.81151 2.18406 1.19607
H -1.23050 1.54363 2.54801
H -2.37212 0.48146 0.08510
H -2.64471 -0.10456 1.65855
H -0.55514 -2.46564 -0.20220
O -0.78434 -0.13423 -1.68392
H 0.15289 -0.09199 -1.91290
H -1.18620 -0.25771 -2.55902
O 2.55747 1.31952 -0.46403
H 2.37448 1.59217 -1.36691
H 1.98952 0.53361 -0.39219
O 2.37696 -1.42078 -0.84211
H 1.72137 -1.51532 -0.10292
H 2.93541 -0.82055 -0.32806

Summary:
HOMO energy ... -9.7 eV
Lowest unoccupied orbital energy ... 0.28 eV
Net charge ... 0
SMILES ... NCC(=O)O.O.O.O



Relative energies in kcal/mol: one 21.0; two 0.0